{"formula": "C27H44BrHgNOP2", "method": "ωB97M-V/def2-TZVPD", "elements": ["C", "C", "C", "C", "N", "C", "C", "C", "C", "C", "C", "C", "C", "C", "Hg", "P", "H", "H", "H", "H", "H", "H", "H", "H", "C", "C", "H", "H", "H", "H", "H", "C", "C", "H", "H", "H", "H", "H", "C", "C", "H", "H", "H", "H", "H", "Br", "P", "C", "C", "H", "H", "H", "H", "H", "C", "C", "H", "H", "H", "H", "H", "C", "C", "H", "H", "H", "H", "H", "C", "C", "O", "H", "H", "H", "H", "H", "H"], "positions_angstrom": [[-0.49479, 4.94407, -5.86122], [-0.73941, 3.64848, -6.35787], [-0.83238, 3.49400, -7.76226], [-0.72295, 4.64895, -8.55243], [-0.50847, 5.87409, -8.05890], [-0.40393, 6.02111, -6.74277], [-0.96355, 2.62960, -5.33044], [-1.16358, 2.49414, -4.04000], [-1.40748, 2.75793, -2.66195], [-0.34858, 2.67777, -1.73003], [-0.61406, 2.12731, -0.47826], [-1.93176, 1.80488, -0.08691], [-3.00527, 2.14927, -0.94535], [-2.75802, 2.70898, -2.19708], [-1.61887, 0.70049, -4.96292], [2.00171, -1.19896, -1.91470], [-1.00584, 2.53884, -8.25913], [-0.43562, 5.09782, -4.78976], [-0.81279, 4.60401, -9.63579], [-0.24904, 7.01244, -6.33205], [-3.55048, 2.95569, -2.91953], [0.67134, 2.86283, -2.09231], [-4.03041, 1.96177, -0.65421], [0.21838, 1.91839, 0.17533], [2.11131, -2.67015, -0.79363], [3.35127, -3.55380, -0.83342], [1.22491, -3.27406, -1.04547], [1.94345, -2.26838, 0.21812], [3.28699, -4.30038, -0.03191], [3.43165, -4.10380, -1.77700], [4.28032, -2.99587, -0.67780], [3.13848, -1.56891, -3.33349], [3.37258, -0.36795, -4.25086], [2.66891, -2.38860, -3.90536], [4.08864, -1.95176, -2.92721], [3.90255, -0.69561, -5.15302], [2.42308, 0.09039, -4.56841], [3.98458, 0.40175, -3.76907], [2.98884, 0.04299, -0.96518], [4.48262, -0.20636, -0.80043], [2.50149, 0.12464, 0.02343], [2.82942, 1.00197, -1.48450], [4.91700, 0.62196, -0.22662], [4.69749, -1.12483, -0.24452], [5.01347, -0.24422, -1.75879], [-2.24172, 0.98572, 1.50832], [-2.03069, -1.70094, -4.60526], [-0.22031, -1.96513, -4.58824], [0.03024, -3.46338, -4.45137], [0.16378, -1.38922, -3.72724], [0.19476, -1.58633, -5.54051], [1.08929, -3.64612, -4.21581], [-0.59198, -3.91666, -3.66307], [-0.20845, -3.95862, -5.40800], [-2.42215, -1.30369, -2.80849], [-3.44968, -2.30654, -2.25914], [-2.80830, -0.26527, -2.76597], [-1.45834, -1.34269, -2.26210], [-3.57635, -2.16289, -1.17222], [-4.42991, -2.15957, -2.74051], [-3.11840, -3.34933, -2.43632], [-2.75689, -0.97184, -6.07704], [-3.79189, -1.29385, -7.11978], [-1.89365, -0.65501, -6.70691], [-3.27776, -0.10130, -5.57295], [-4.11390, -0.32121, -7.51756], [-3.36278, -1.83389, -7.97101], [-4.63449, -1.80789, -6.69379], [2.48225, 0.65486, 3.74550], [1.10968, 0.60840, 3.11351], [1.21713, 0.36675, 1.70534], [3.03483, -0.26939, 3.55299], [2.36270, 0.76097, 4.82942], [3.06619, 1.50412, 3.37993], [0.52473, -0.20169, 3.57532], [0.58496, 1.56375, 3.26655], [0.30961, 0.32814, 1.35128]], "atomic_forces_ev_per_a": [[-0.3, -0.4, 0.0], [-0.1, 0.6, -1.0], [0.0, 0.2, 0.5], [0.2, 0.0, 0.5], [-0.2, -0.2, 0.0], [0.1, -0.7, 0.2], [-0.2, 0.9, 3.5], [1.1, 4.4, -2.5], [-0.2, -0.4, 0.2], [-0.1, -1.3, -0.2], [-0.1, 0.6, -0.1], [0.4, 1.1, -2.0], [0.1, 0.6, -0.2], [0.4, -1.2, -0.2], [1.4, -1.1, 0.2], [0.3, 0.4, 0.2], [0.0, 0.2, 0.3], [0.1, 0.1, -0.1], [0.0, -0.2, 0.2], [0.0, 0.0, -0.2], [0.2, -0.3, 0.6], [-0.4, -0.3, 0.4], [0.0, 0.1, 0.2], [0.1, 0.1, 0.2], [-0.4, -0.1, -0.3], [0.2, -0.3, 0.2], [0.2, 0.0, 0.2], [0.0, -0.1, -0.3], [0.0, 0.1, -0.2], [0.0, 0.1, 0.1], [-0.2, -0.2, -0.1], [-0.1, -0.4, 0.2], [0.0, -0.1, -0.1], [0.3, 0.2, 0.2], [-0.3, 0.1, -0.3], [-0.1, 0.2, 0.1], [0.2, 0.0, 0.1], [-0.2, -0.1, -0.1], [-0.3, 0.2, -0.1], [0.3, 0.2, 0.2], [0.2, 0.0, -0.5], [0.1, -0.1, 0.2], [0.0, -0.2, -0.1], [-0.1, 0.2, -0.1], [-0.1, -0.1, 0.2], [-0.3, -0.5, 0.9], [1.6, -0.6, 1.9], [0.1, -0.8, -0.8], [0.5, -0.4, -0.2], [0.0, -0.2, -0.4], [0.1, -0.1, 0.5], [-0.4, -0.1, -0.1], [0.3, 0.2, -0.2], [0.1, 0.0, 0.5], [-1.6, 0.1, 0.2], [0.0, -0.1, 0.3], [0.1, -0.6, 0.5], [-0.2, 0.0, -0.6], [0.0, -0.1, -0.4], [0.4, -0.1, 0.2], [-0.2, 0.6, 0.1], [-1.1, 1.7, -1.0], [-0.3, -0.8, -0.9], [-0.1, 0.1, 0.1], [-0.7, -0.4, -1.2], [-0.1, -0.4, 0.1], [-0.2, -0.2, 0.3], [-0.4, -0.3, -0.1], [0.0, 0.0, 0.0], [-0.2, 0.0, 0.3], [-0.5, 0.0, -0.3], [-0.1, 0.1, 0.0], [0.1, 0.0, -0.2], [-0.1, -0.1, 0.0], [0.0, 0.2, -0.1], [0.1, -0.2, 0.1], [0.6, -0.2, 0.4]], "mulliken_charge": [-0.56, 1.02, -0.32, -0.46, -0.51, -0.35, -0.36, 0.10, 0.31, -0.51, -0.33, 0.18, -0.49, -0.67, 0.60, 0.65, 0.40, 0.37, 0.40, 0.38, 0.52, 0.50, 0.50, 0.80, -0.54, -1.20, 0.35, 0.32, 0.41, 0.30, 0.22, -0.59, -1.32, 0.27, 0.63, 0.42, 0.09, 0.32, 0.36, -1.40, -0.14, 0.17, 0.43, 0.24, 0.27, -0.02, -0.48, 0.42, -1.25, -0.26, 0.46, 0.33, 0.27, 0.45, 0.40, -1.40, 0.12, 0.24, 0.39, 0.38, 0.36, -0.22, -1.49, 0.38, 0.27, 0.36, 0.38, 0.39, -1.31, -0.01, -0.46, 0.31, 0.38, 0.32, 0.32, 0.28, -0.08], "orbital_gap_ev": 5.0, "total_charge": 2}